C4H11NO | ωB97M-V/def2-TZVPD

```
17
C4H11NO (ωB97M-V/def2-TZVPD)
C -1.0893 -1.4011 -0.9580
C 0.0101 -0.4572 -0.4834
C -0.3197 0.1177 0.9025
C 0.8428 0.7821 1.6160
O 1.5456 1.7049 0.8097
N 0.3002 0.5922 -1.4615
H -1.2068 -2.2662 -0.3187
H -2.0347 -0.8593 -1.0475
H -0.8353 -1.7957 -1.9536
H 0.9236 -1.0534 -0.3344
H -0.7756 -0.7084 1.4502
H -1.1378 0.8391 0.7616
H 1.5081 0.0188 2.0409
H 0.4786 1.3414 2.4750
H 1.8509 1.2433 0.0192
H -0.0605 0.4049 -2.3860
H -0.0002 1.4971 -1.1321
```

frontier orbital gap = 10.4 eV
total charge = 0
SMILES string = C[C@@H](N)CCO

=====

C34H42Cl3N6O4PbSSi2 | ωB97M-V/def2-TZVPD

```
93
C34H42Cl3N6O4PbSSi2 (ωB97M-V/def2-TZVPD)
Pb -0.4706 0.0367 -0.5156
C 3.1636 -1.5533 0.2713
Si 2.4995 -0.8888 1.9285
C 3.5854 0.6479 2.2251
C 2.8244 -2.3423 3.1682
N 0.7869 -0.4480 2.1725
C 0.5848 0.7625 2.9374
C 1.2328 0.8176 4.1629
C 1.0910 1.8717 5.0444
C 0.2505 2.9057 4.6651
C -0.4322 2.8412 3.4772
C -0.3361 1.7708 2.5528
N -1.1123 1.7022 1.4424
Si -2.3568 2.8796 1.2442
C -3.5631 2.7577 -0.2230
C -3.5941 2.7585 2.7430
C -1.7713 4.7109 1.0897
H 4.2067 -1.2628 0.1816
H 2.6383 -1.1308 -0.5742
H 3.1187 -2.6351 0.2021
H 4.5397 0.3828 2.6707
H 3.1222 1.3983 2.8528
H 3.7758 1.1152 1.2649
H 3.8294 -2.3089 3.5793
H 2.7182 -3.3019 2.6687
H 2.1265 -2.3304 4.0007
H 1.8683 -0.0133 4.4341
H 1.6264 1.8905 5.9838
H 0.1112 3.7607 5.3138
H -1.0905 3.6546 3.2414
H -4.3625 2.0373 -0.0816
H -3.0406 2.5272 -1.1367
H -4.0310 3.7290 -0.3560
H -4.5380 2.3015 2.4523
H -3.8299 3.7337 3.1610
H -3.1756 2.1572 3.5462
H -1.6759 4.9764 0.0416
H -0.7974 4.8666 1.5421
H -2.4672 5.4121 1.5470
S -1.6177 -3.5423 2.6534
C -2.0295 -2.1935 3.6326
C -1.2177 -1.1377 3.4192
C -0.2147 -1.3625 2.4210
C -0.3355 -2.6293 1.8859
C 0.3251 -3.2542 0.7674
C 0.7648 -4.5807 0.8675
C 1.3276 -5.1874 -0.2346
C 1.4041 -4.4643 -1.4177
C 0.9470 -3.1557 -1.4276
N 0.4276 -2.5603 -0.3665
H -2.8463 -2.2657 4.3214
H -1.3163 -0.2050 3.9423
H 0.6622 -5.1014 1.8074
H 1.7100 -6.1977 -0.1716
H 1.8172 -4.9018 -2.3125
H 1.0011 -2.5617 -2.3266
N -1.6024 -1.4243 -2.3450
C -2.4545 -2.5821 -2.1454
C -3.8160 -2.1574 -1.5966
C -3.7751 -1.6863 -0.1444
N -2.9971 -0.4679 -0.0054
H -2.1189 -0.6794 -2.7999
H -0.7936 -1.6164 -2.9309
H -1.9634 -3.2616 -1.4430
H -2.6216 -3.1258 -3.0879
H -4.5192 -2.9898 -1.6758
H -4.1969 -1.3446 -2.2196
H -3.3203 -2.4602 0.4811
H -4.8148 -1.5449 0.1999
H -3.0579 -0.0936 0.9335
H -3.3189 0.2426 -0.6527
O 0.9332 -1.0082 -3.8440
C 1.6347 -0.1688 -3.2922
N 1.4828 0.3016 -2.0327
C 2.4927 1.1617 -1.7072
O 2.6490 1.6930 -0.6269
C 3.4057 1.2671 -2.8919
C 4.5760 1.9622 -3.0952
C 5.2053 1.8242 -4.3275
C 4.6687 1.0163 -5.3167
C 3.4888 0.3099 -5.1039
C 2.8683 0.4501 -3.8821
H 4.9900 2.5881 -2.3203
H 6.1288 2.3519 -4.5200
H 5.1847 0.9259 -6.2629
H 3.0647 -0.3289 -5.8634
Cl -3.0491 3.4630 -5.1515
C -2.5805 1.9460 -4.3952
Cl -4.0201 1.1142 -3.8075
Cl -1.7892 0.9004 -5.5920
C -1.4800 2.1593 -3.2075
O -0.7163 3.0719 -3.3885
O -1.6330 1.3057 -2.3253
```

frontier orbital gap = 6.4 eV
total charge = -1

=====

C18H19N2O | ωB97M-V/def2-TZVPD

```
40
C18H19N2O (ωB97M-V/def2-TZVPD)
C 1.9973 -1.9913 -2.5079
N 2.5099 -0.6302 -2.6332
C 1.5057 0.4254 -2.5798
N 3.7733 -0.3456 -2.1878
C 4.8206 -0.6517 -2.8319
H 1.1396 -2.1430 -3.1598
H 2.7688 -2.7085 -2.7736
H 1.6948 -2.1783 -1.4807
H 0.6615 0.1908 -3.2239
H 1.1496 0.5530 -1.5610
H 1.9421 1.3634 -2.9116
H 5.7806 -0.4371 -2.4115
H 4.7653 -1.0661 -3.8164
C -5.6365 -0.6308 0.1601
C -4.7666 -1.6732 -0.1083
C -3.4229 -1.5513 0.1594
C -2.9171 -0.3637 0.7100
C -1.5266 -0.1324 1.0287
O -1.2372 1.1091 1.5604
C 0.0725 1.3935 1.8886
C 1.1071 0.4471 1.6843
C 2.4212 0.7921 2.0319
C 2.6978 2.0268 2.5654
C 1.6850 2.9509 2.7690
C 0.3889 2.6390 2.4349
C 0.7695 -0.8096 1.1414
C -0.5275 -1.0870 0.8211
C -3.8141 0.6756 0.9729
C -5.1524 0.5446 0.7022
H -6.6878 -0.7320 -0.0521
H -5.1462 -2.5878 -0.5307
H -2.7648 -2.3741 -0.0563
H 3.2123 0.0800 1.8753
H 3.7097 2.2801 2.8292
H 1.9128 3.9157 3.1901
H -0.4015 3.3497 2.5926
H 1.5420 -1.5445 0.9895
H -0.7795 -2.0475 0.4087
H -3.4273 1.5871 1.3964
H -5.8197 1.3618 0.9144
```

frontier orbital gap = 4.7 eV
total charge = +1

=====

C4H7NO | ωB97M-V/def2-TZVPD

```
13
C4H7NO (ωB97M-V/def2-TZVPD)
C -0.5972 -1.0653 0.7201
C -0.1378 0.5143 -1.2506
C 0.2529 1.4228 -0.0857
O 1.2488 0.6410 0.5451
C 0.8565 -0.6469 0.1328
N 0.5405 -0.5572 -1.2959
H -0.7089 -2.1371 0.5721
H -1.4999 -0.6554 0.2142
H -0.7265 -0.7987 1.7701
H -1.0153 0.6385 -1.8717
H -0.5191 1.6580 0.6579
H 0.6657 2.3447 -0.5065
H 1.6404 -1.3589 0.3980
```

frontier orbital gap = 10.9 eV
total charge = 0
SMILES string = C[C@H]1N=CCO1

=====

C10H8FNO2S | ωB97M-V/def2-TZVPD

```
23
C10H8FNO2S (ωB97M-V/def2-TZVPD)
C -0.1820 -0.5252 -3.2883
C -1.2470 -1.3745 -3.0177
C 0.2513 0.2811 -2.2744
C -1.7874 -1.4677 -1.7718
C -0.2635 0.2518 -0.9769
C -1.3593 -0.6098 -0.7242
C 0.0416 1.3118 -0.1105
C 0.0080 -0.1557 1.9852
C -1.0044 -1.0400 1.9321
C 2.0076 0.7431 3.1935
N 0.5117 2.4567 -0.4342
O -0.1177 1.0583 1.3031
O 1.1753 -0.2767 2.6440
F -0.8772 -2.2424 2.4821
S -2.2932 -0.7909 0.8027
H 0.3456 -0.4795 -4.2628
H -1.4927 -2.1138 -3.8263
H 1.2624 0.8045 -2.2513
H -2.6598 -2.0382 -1.5688
H 2.8489 1.1468 2.4620
H 2.6065 0.1416 3.9062
H 1.6133 1.7570 3.5634
H 0.6121 3.1618 0.2330
```

frontier orbital gap = 8.6 eV
total charge = 0
SMILES string = [H]/N=C1\OC(OC)=C(F)Sc2ccccc21

=====

H30O15 | ωB97M-V/def2-TZVPD

```
45
H30O15 (ωB97M-V/def2-TZVPD)
O 0.0004 3.3886 0.7102
H -0.1733 3.1050 -0.2036
H -0.7986 3.7713 1.0106
O -1.6356 -1.1347 2.1784
H -0.9348 -1.3415 2.8097
H -1.6009 -1.8173 1.4502
O -0.5088 2.8491 -2.0969
H 0.3119 3.0689 -2.6023
H -0.6226 1.9255 -2.3346
O -0.6863 -0.0815 -2.8815
H -0.3858 -0.1632 -3.8042
H -1.3637 -0.7365 -2.8498
O -1.1168 -2.5618 -0.0315
H -0.3575 -2.4978 -0.5843
H -1.6719 -3.2322 -0.4074
O 3.5777 -0.8092 -0.7515
H 3.2962 0.1516 -0.6932
H 3.4604 -1.1547 -1.6526
O 2.1540 -1.7353 1.3955
H 2.6564 -1.5816 0.5821
H 2.4240 -1.0309 1.9968
O 1.9332 1.5471 -1.8316
H 2.4173 2.3898 -1.6995
H 1.3625 1.4813 -1.0196
O 0.4501 0.2068 0.0990
H 0.6771 -0.6792 -0.1486
H -0.4677 0.2110 -0.1930
O 0.1079 -3.4927 2.3688
H 0.5263 -2.7823 1.9091
H -0.5000 -3.9327 1.8314
O 2.3463 1.2454 1.5415
H 1.9296 1.7417 2.2582
H 1.5863 0.7724 1.2169
O -2.2714 0.5373 -0.4267
H -2.7587 -0.2767 -0.2548
H -2.6901 0.9835 -1.1517
O -3.7057 1.0990 1.7994
H -4.4074 1.2709 1.1889
H -3.0081 0.8607 1.1144
O -0.9280 1.4629 2.3989
H -0.9585 0.4857 2.2375
H -0.4939 1.8092 1.6135
O 0.9303 -1.8549 -1.6710
H 0.6048 -1.0645 -2.0513
H 1.2936 -2.4034 -2.3696
```

frontier orbital gap = 8.5 eV
total charge = 0

=====

What is the frontier orbital gap in the sixth record? 8.5 eV

=====

What is the formula in the first record? C4H11NO